1.
DFT (ωB97M-V/def2-TZVPD) results for a 9-piece molecular cluster, C38H85F5O11S8 overall.

Structure (XYZ):
```
147
Properties=species:S:1:pos:R:3:forces:R:3
C 5.036 3.481 2.300 0.2 0.2 -0.1
C 5.735 3.660 1.180 -0.2 -0.1 0.2
C 5.923 2.673 0.058 0.0 0.1 0.5
C 5.001 1.443 0.091 0.8 -0.2 -0.3
O 4.446 1.197 -1.199 -0.3 -0.1 0.4
C 3.134 1.693 -1.367 -0.4 0.1 -0.7
C 3.084 2.849 -2.384 0.3 0.3 0.3
C 2.470 4.104 -1.756 0.1 -0.4 -0.2
C 2.601 5.342 -2.635 -0.6 0.0 0.0
C 2.489 6.710 -1.934 0.4 0.1 0.0
C 3.158 6.871 -0.550 -0.2 0.4 0.0
C 2.200 7.011 0.650 0.5 -0.6 -0.4
C 1.291 5.816 0.960 -0.4 0.3 0.3
C -0.031 5.736 0.194 0.1 -0.4 -0.2
C -0.921 4.620 0.745 0.3 0.3 0.1
O -2.275 5.010 0.687 0.0 -0.1 -0.1
C -3.125 3.979 1.137 -0.2 -0.1 0.1
C 2.204 0.537 -1.746 0.0 0.0 0.6
C 2.135 -0.484 -0.584 -0.2 -0.1 -0.1
C 0.736 -0.979 -0.327 0.1 -0.1 0.1
C 0.166 -0.982 0.874 -0.1 -0.2 -0.3
O 0.921 1.150 -1.935 0.1 0.1 -0.3
C 0.322 0.901 -3.170 0.0 -0.3 0.2
C -0.908 1.782 -3.280 0.1 0.1 0.1
F -0.626 3.049 -2.917 0.0 0.1 0.0
F -1.325 1.811 -4.574 -0.1 -0.1 -0.1
C -2.100 1.318 -2.425 0.3 0.1 0.1
F -2.460 0.084 -2.796 -0.2 -0.1 -0.2
F -1.773 1.285 -1.141 0.0 0.0 0.2
F -3.134 2.135 -2.570 -0.3 0.1 -0.2
H 4.620 2.529 2.605 -0.2 0.0 -0.2
H 4.863 4.324 2.959 0.2 -0.1 0.2
H 6.219 4.624 1.040 -0.2 0.0 -0.1
H 5.770 3.203 -0.884 0.0 0.0 0.0
H 6.968 2.346 0.064 0.0 0.0 -0.2
H 4.229 1.510 0.852 -0.1 0.1 -0.1
H 5.596 0.565 0.343 -0.1 -0.1 0.0
H 2.724 2.078 -0.426 0.2 0.0 0.1
H 2.559 2.580 -3.303 0.0 -0.1 0.0
H 4.116 3.085 -2.659 0.0 -0.1 -0.1
H 2.972 4.234 -0.796 0.0 0.2 0.0
H 1.420 3.886 -1.548 0.0 0.1 0.2
H 3.526 5.287 -3.216 0.1 0.0 0.2
H 1.787 5.297 -3.367 0.2 0.0 -0.2
H 1.448 7.032 -1.867 -0.1 -0.1 0.0
H 2.970 7.433 -2.599 -0.1 0.0 -0.1
H 3.722 7.809 -0.587 0.1 -0.1 0.1
H 3.902 6.095 -0.356 -0.1 -0.1 0.0
H 2.834 7.147 1.530 -0.1 0.3 0.0
H 1.608 7.916 0.491 -0.1 0.0 0.2
H 1.007 5.901 2.016 0.1 0.0 0.0
H 1.842 4.876 0.885 0.1 0.0 -0.1
H -0.551 6.694 0.259 -0.1 0.0 0.1
H 0.141 5.519 -0.861 0.0 0.3 -0.1
H -0.631 4.413 1.785 -0.2 -0.1 0.0
H -0.759 3.703 0.161 -0.1 -0.1 0.1
H -4.146 4.356 1.101 0.0 0.0 0.0
H -2.900 3.687 2.168 0.1 0.1 0.0
H -3.061 3.085 0.506 0.1 0.0 -0.1
H 2.553 0.050 -2.661 -0.1 0.1 -0.1
H 2.464 0.017 0.324 0.2 -0.2 0.1
H 2.818 -1.308 -0.796 0.1 0.0 0.1
H 0.173 -1.356 -1.178 -0.2 0.3 -0.1
H -0.901 -1.142 0.980 0.1 -0.4 0.1
H 0.745 -0.834 1.778 0.0 0.5 0.0
H 0.975 1.118 -4.022 0.0 0.1 0.0
H 0.008 -0.149 -3.247 0.0 0.0 -0.1
C -3.867 -1.599 -0.587 0.0 -0.3 0.0
S -4.632 -0.364 0.455 0.0 0.2 0.0
O -4.080 -0.537 1.826 0.0 -0.1 0.0
C -6.273 -1.096 0.456 -0.1 -0.1 0.0
H -2.813 -1.348 -0.681 0.0 0.1 0.0
H -3.969 -2.591 -0.141 0.0 0.0 0.0
H -4.337 -1.577 -1.570 0.0 0.0 0.0
H -6.214 -2.110 0.853 0.0 0.0 0.0
H -6.665 -1.105 -0.561 0.0 0.0 0.0
H -6.907 -0.482 1.091 0.0 0.0 0.0
C 3.412 -1.121 4.565 -0.1 0.0 0.0
S 4.486 -1.590 3.212 0.2 -0.2 0.0
O 4.121 -0.734 2.047 -0.1 0.0 0.0
C 3.749 -3.202 2.910 -0.2 0.0 0.0
H 3.687 -0.111 4.862 0.1 0.0 0.0
H 2.375 -1.149 4.231 0.0 0.0 0.0
H 3.570 -1.801 5.401 0.0 0.0 0.0
H 2.690 -3.085 2.673 0.0 0.0 0.0
H 3.878 -3.827 3.794 0.0 0.0 0.0
H 4.268 -3.649 2.064 0.0 0.0 0.0
C -4.101 -5.126 2.744 0.0 0.1 0.1
S -3.108 -5.688 1.357 0.2 0.0 0.1
O -3.530 -4.883 0.176 -0.1 0.1 -0.1
C -3.863 -7.301 1.200 0.0 0.1 0.0
H -3.806 -4.104 2.975 0.0 0.0 0.0
H -5.154 -5.157 2.465 0.0 0.0 0.0
H -3.914 -5.768 3.605 0.0 0.0 0.0
H -4.931 -7.195 1.038 0.0 0.1 0.0
H -3.680 -7.873 2.110 0.0 0.0 0.0
H -3.409 -7.810 0.353 0.0 0.0 0.0
C 8.352 -0.165 3.067 0.0 0.0 -0.1
S 8.163 -0.467 4.828 0.0 0.0 -0.1
O 6.734 -0.212 5.141 -0.2 0.1 0.1
C 9.079 0.980 5.369 0.0 0.1 0.0
H 7.801 -0.941 2.539 0.0 0.0 0.0
H 7.937 0.813 2.822 0.0 0.0 0.0
H 9.408 -0.216 2.801 0.0 0.0 0.0
H 8.617 1.876 4.956 0.0 0.0 0.0
H 10.116 0.895 5.043 0.0 0.0 0.0
H 9.039 1.009 6.456 0.0 0.0 0.0
C -5.513 -10.559 -1.317 0.1 0.0 -0.1
S -6.363 -9.310 -0.353 0.0 0.0 -0.1
O -5.848 -9.426 1.038 -0.1 -0.1 0.1
C -7.980 -10.095 -0.368 -0.1 -0.1 0.0
H -4.466 -10.264 -1.381 0.0 0.0 0.0
H -5.601 -11.523 -0.815 0.0 0.0 0.0
H -5.949 -10.603 -2.316 0.0 0.0 0.0
H -7.901 -11.091 0.067 0.0 0.0 0.0
H -8.345 -10.149 -1.393 0.0 0.0 0.0
H -8.651 -9.482 0.230 0.0 0.0 0.0
C -3.153 1.151 -9.245 -0.1 0.0 0.0
S -1.392 0.818 -9.112 0.0 0.0 0.0
O -1.116 -0.386 -9.936 0.0 0.0 0.0
C -1.437 0.285 -7.398 -0.1 0.0 0.0
H -3.354 1.461 -10.269 0.0 0.0 0.0
H -3.712 0.244 -9.016 0.0 0.0 0.0
H -3.423 1.954 -8.559 0.0 0.0 0.0
H -2.116 -0.562 -7.299 0.0 0.0 0.0
H -1.761 1.111 -6.770 0.0 0.0 0.0
H -0.429 -0.015 -7.117 0.0 0.0 0.0
C -5.956 6.051 4.256 -0.1 0.0 0.1
S -4.467 6.366 3.298 0.0 0.0 -0.1
O -3.350 5.700 4.013 0.0 0.0 0.1
C -4.363 8.117 3.688 0.0 0.1 0.0
H -6.174 4.987 4.184 0.0 0.0 0.0
H -5.783 6.323 5.298 0.0 0.0 0.0
H -6.783 6.625 3.840 0.0 0.0 0.0
H -4.302 8.246 4.768 0.0 0.0 0.0
H -5.237 8.630 3.287 0.0 0.0 0.0
H -3.462 8.504 3.217 0.0 0.0 0.0
C -0.370 -9.297 0.984 0.0 -0.1 0.1
S -0.815 -8.628 -0.622 0.0 0.0 -0.1
O -2.140 -9.209 -0.979 0.0 -0.1 0.0
C 0.410 -9.547 -1.559 0.1 0.0 0.0
H -1.055 -8.876 1.717 0.0 0.0 0.0
H -0.468 -10.383 0.965 0.0 0.0 0.0
H 0.652 -9.005 1.225 0.0 0.0 0.0
H 0.261 -10.615 -1.402 0.0 0.0 0.0
H 1.408 -9.245 -1.242 0.0 0.0 0.0
H 0.271 -9.304 -2.610 0.0 0.0 0.0
```
Positions in Å, forces in eV/Å.

Output
E_HOMO = -8.4 eV
Spin multiplicity = 1
M = 1069.613 g/mol
Energy relative to the best compared isomer or geometry (same formula, charge and spin) = 0.00 kcal per mole
Kohn-Sham gap = 8.707 eV

2.
DFT (ωB97M-V/def2-TZVPD) results for a 12-piece molecular cluster, C38H98N2O12 overall in a non-equilibrium geometry.

Structure (XYZ):
```
150
Properties=species:S:1:pos:R:3:forces:R:3
C 0.338 -1.209 1.948 0.7 0.9 -0.4
C -0.353 -0.052 1.220 -1.9 -1.9 1.0
O -1.242 -0.649 0.252 0.6 0.5 -0.8
H -0.375 -1.835 2.476 -0.2 0.1 0.2
H 1.051 -0.751 2.640 0.1 -0.4 0.2
H 0.838 -1.863 1.228 0.2 0.2 0.0
H 0.310 0.706 0.816 0.0 -0.2 -0.5
H -1.050 0.385 1.943 0.5 0.6 0.1
H -1.847 -1.227 0.750 0.1 0.3 0.0
C -2.653 -3.496 0.052 -0.7 -0.3 0.3
C -3.371 -3.331 1.381 -0.4 -0.7 -0.1
O -3.099 -2.072 2.016 0.3 -0.6 0.2
H -1.588 -3.615 0.239 0.1 0.0 -0.4
H -2.873 -2.696 -0.654 0.2 0.3 0.2
H -3.086 -4.387 -0.414 0.4 -0.2 0.0
H -3.122 -4.165 2.046 0.4 0.2 0.0
H -4.449 -3.491 1.250 0.0 0.6 -0.1
H -2.709 -2.299 2.889 -0.2 0.3 -0.4
C -3.337 1.209 4.078 -0.3 0.0 0.6
C -4.713 1.260 4.740 0.8 -0.3 -0.3
O -5.421 0.071 4.435 -0.9 0.2 -0.4
H -2.865 0.297 4.454 0.4 0.1 -0.1
H -2.753 2.087 4.364 0.2 -0.1 -0.1
H -3.434 1.137 2.996 0.0 0.0 0.0
H -5.266 2.109 4.340 -0.3 -0.2 0.0
H -4.619 1.393 5.821 0.0 0.1 0.0
H -5.109 -0.699 4.910 0.4 0.2 0.3
C 3.684 0.369 6.198 -0.5 -0.2 0.5
C 2.816 0.058 4.995 0.6 -0.4 -0.6
O 2.710 1.146 4.093 -0.2 0.3 -0.2
H 3.979 -0.562 6.687 0.0 0.0 0.0
H 3.113 0.937 6.935 0.2 0.2 0.0
H 4.588 0.914 5.935 0.0 0.0 -0.2
H 1.804 -0.241 5.263 -0.1 0.1 0.3
H 3.246 -0.811 4.481 0.0 0.1 -0.2
H 3.369 1.084 3.379 0.0 -0.3 0.2
C -0.413 -2.890 5.519 0.0 0.1 0.0
C -1.925 -2.984 5.697 0.5 0.1 0.2
O -2.507 -3.351 4.443 -0.4 0.1 0.1
H -0.060 -3.554 4.729 -0.2 -0.1 0.0
H 0.101 -3.189 6.433 0.0 0.1 0.0
H -0.088 -1.888 5.253 0.0 0.1 0.0
H -2.351 -2.034 6.037 0.1 0.0 0.0
H -2.133 -3.722 6.478 -0.2 -0.2 -0.3
H -3.468 -3.330 4.551 0.1 -0.2 0.0
C 1.403 -4.790 0.409 0.4 0.7 -0.5
C 0.580 -5.781 1.218 0.5 0.9 -0.1
O 0.111 -6.836 0.394 0.1 0.1 0.5
H 0.842 -4.116 -0.244 -0.4 -0.1 0.2
H 2.095 -5.263 -0.297 0.0 -0.4 0.3
H 2.021 -4.149 1.046 -0.1 -0.1 0.1
H -0.263 -5.271 1.687 -0.3 -0.2 -0.3
H 1.205 -6.071 2.073 -0.1 -0.7 -0.2
H 0.884 -7.131 -0.099 -0.1 -0.2 -0.1
C -0.189 4.458 2.421 -0.4 0.5 -0.8
C 0.183 3.055 2.843 0.1 0.4 0.5
O 0.642 3.096 4.193 0.4 -0.2 -0.2
H -0.987 4.909 3.012 0.1 -0.2 0.3
H -0.540 4.519 1.386 -0.1 -0.4 0.0
H 0.666 5.137 2.433 0.1 -0.2 0.3
H 0.975 2.682 2.185 0.0 -0.1 0.0
H -0.655 2.354 2.812 -0.2 0.2 -0.3
H 1.399 2.486 4.223 -0.1 0.1 0.3
C 4.154 -0.699 -0.186 -0.9 -0.5 0.4
C 4.082 -0.887 1.339 1.3 1.2 -1.0
O 4.420 0.358 2.003 -0.6 -0.1 0.2
H 3.261 -0.181 -0.546 0.1 0.1 0.1
H 4.116 -1.699 -0.630 0.3 0.1 -0.2
H 5.008 -0.121 -0.534 0.2 -0.3 0.2
H 4.863 -1.579 1.662 -0.6 -0.6 0.0
H 3.062 -1.151 1.590 0.2 -0.2 0.5
H 5.363 0.488 1.884 0.0 0.1 0.0
C -2.152 2.218 -1.184 -0.2 -0.1 0.3
C -2.838 2.289 0.150 0.4 0.7 1.6
O -4.074 3.007 0.099 -0.1 -0.4 -0.5
H -2.653 1.493 -1.823 0.1 0.2 -0.3
H -1.118 1.903 -1.036 0.0 -0.1 -0.1
H -2.129 3.223 -1.606 -0.1 -0.1 -0.3
H -2.203 2.847 0.855 0.3 0.1 -0.2
H -2.935 1.331 0.670 -0.4 -0.3 -0.6
H -4.605 2.744 0.856 0.0 -0.1 0.0
C -6.107 -1.539 -0.981 0.2 0.3 -0.1
C -5.185 -0.469 -0.386 0.4 -0.3 0.2
O -5.235 -0.422 1.028 -0.2 0.1 0.2
H -5.697 -2.531 -0.783 0.1 0.0 -0.2
H -6.190 -1.364 -2.056 0.1 -0.3 0.0
H -7.119 -1.568 -0.574 0.0 0.5 0.2
H -5.360 0.547 -0.745 -0.5 -0.1 0.0
H -4.150 -0.680 -0.694 -0.1 -0.1 -0.1
H -4.660 -1.101 1.410 0.0 0.3 0.0
C 1.218 4.109 -0.906 -1.1 -0.5 -0.1
C 1.722 4.003 -2.350 0.0 -0.3 1.0
C 2.323 5.317 -2.832 0.7 0.8 0.0
C 3.681 5.643 -2.221 0.4 -0.7 0.4
C 4.629 4.460 -2.407 0.1 0.1 -0.3
C 4.114 3.062 -1.977 0.3 1.4 -0.3
N 2.738 2.929 -2.422 0.5 0.5 -2.1
O 2.260 1.613 -2.237 -0.4 0.3 0.6
C 5.009 2.071 -2.708 -0.2 -1.5 0.0
C 4.263 2.965 -0.460 0.7 -0.2 -0.2
C 0.550 3.681 -3.280 -0.5 -0.7 -0.3
H 1.013 3.087 -0.569 0.2 0.0 0.1
H 0.227 4.574 -0.886 0.2 0.4 0.1
H 1.875 4.591 -0.190 0.1 0.1 -0.1
H 2.459 5.329 -3.917 -0.1 -0.3 0.0
H 1.648 6.148 -2.611 -0.3 -0.2 0.0
H 3.623 5.889 -1.156 -0.3 0.0 0.0
H 4.172 6.491 -2.701 -0.3 0.2 0.0
H 5.562 4.657 -1.870 0.0 -0.1 0.1
H 4.914 4.428 -3.464 -0.2 -0.1 0.0
H 4.898 2.091 -3.794 -0.3 0.3 0.0
H 6.079 2.162 -2.514 -0.1 0.4 0.3
H 4.744 1.051 -2.407 0.0 0.1 -0.1
H 3.821 2.036 -0.100 -0.2 0.3 0.3
H 5.330 2.969 -0.209 0.0 -0.3 0.0
H 3.892 3.877 -0.001 -0.5 -0.3 0.3
H -0.370 4.230 -3.072 0.4 0.6 0.1
H 0.165 2.657 -3.203 0.4 -0.1 0.1
H 0.828 3.854 -4.320 0.0 0.0 0.0
H 1.754 1.446 -3.042 0.0 -0.2 0.1
C 1.685 -2.107 -2.673 -0.1 0.8 1.2
C 0.784 -1.838 -3.876 1.1 -1.2 -0.7
C 0.608 -3.193 -4.594 -0.9 0.3 -0.3
C -0.505 -3.150 -5.652 0.0 0.3 0.9
C -1.798 -2.656 -5.011 0.3 0.0 0.3
C -1.682 -1.317 -4.252 -0.2 -0.2 -0.2
N -0.514 -1.398 -3.361 0.1 -0.6 0.0
O -0.339 -0.176 -2.681 0.0 0.5 0.0
C -1.666 -0.138 -5.230 0.1 -0.2 -0.1
C -2.956 -1.213 -3.390 0.4 -0.1 -0.5
C 1.522 -0.895 -4.843 -0.6 1.1 0.6
H 1.874 -1.177 -2.122 -0.1 0.1 -0.2
H 2.683 -2.508 -2.856 -0.2 -0.2 -0.6
H 1.168 -2.736 -1.944 0.0 -0.2 -0.2
H 1.530 -3.471 -5.104 0.2 -0.1 0.4
H 0.341 -3.936 -3.839 0.1 -0.1 -0.1
H -0.670 -4.159 -6.026 0.1 0.1 -0.4
H -0.231 -2.461 -6.454 0.1 -0.3 -0.2
H -2.120 -3.381 -4.257 -0.1 -0.2 -0.2
H -2.557 -2.583 -5.792 -0.2 0.1 0.2
H -1.101 -0.390 -6.128 -0.1 0.1 0.0
H -2.701 0.046 -5.519 0.1 0.3 -0.1
H -1.231 0.756 -4.784 -0.1 0.0 0.1
H -3.005 -0.249 -2.888 -0.1 -0.1 0.2
H -3.808 -1.308 -4.066 -0.1 0.1 0.1
H -3.003 -2.058 -2.703 0.1 0.2 0.2
H 2.409 -1.323 -5.304 -0.1 -0.3 0.0
H 1.860 -0.023 -4.274 0.1 0.0 -0.2
H 0.839 -0.511 -5.598 0.2 -0.1 -0.2
H -0.516 -0.383 -1.752 -0.2 -0.1 0.1
```
Positions in Å, forces in eV/Å.

Output
E_HOMO = -7.7 eV
Spin multiplicity = 1
Structure (SMILES) = CC1(C)CCCC(C)(C)N1O.CC1(C)CCCC(C)(C)N1O.CCO.CCO.CCO.CCO.CCO.CCO.CCO.CCO.CCO.CCO
M = 775.204 g/mol
Energy relative to the best compared isomer or geometry (same formula, charge and spin) = 0.00 kcal per mole
Kohn-Sham gap = 7.936 eV